{"formula": "C18H18F6O18", "method": "ωB97M-V/def2-TZVPD", "e_homo_ha": -0.292, "de_lowest_kj_mol": 1515.81, "e_tot_ev": -72103.4979, "e_lumo_ev": -0.1190, "homo_lumo_gap_ev": 7.828, "elements": ["F", "F", "F", "F", "F", "F", "O", "O", "O", "O", "O", "O", "O", "O", "O", "O", "O", "O", "O", "O", "O", "O", "O", "O", "C", "C", "C", "C", "C", "C", "C", "C", "C", "C", "C", "C", "C", "C", "C", "C", "C", "C", "H", "H", "H", "H", "H", "H", "H", "H", "H", "H", "H", "H", "H", "H", "H", "H", "H", "H"], "coordinates": [[-2.419956, 1.219813, -3.695864], [2.468482, 3.259673, -0.081373], [-3.543275, -1.571086, 3.750419], [0.040160, -1.427087, 2.145129], [2.503658, 3.443390, 5.208454], [2.590441, -1.595105, -3.481515], [1.014822, 2.500341, 2.382752], [1.994709, -1.932471, 1.235574], [3.118495, -2.832913, -0.463738], [2.570041, 0.914307, 1.640706], [0.911777, -4.275887, -3.604787], [0.706625, 1.978876, -0.436678], [-4.679500, -1.444447, -0.331476], [0.612433, -2.214246, -2.573174], [-0.409567, 3.380169, 0.878544], [2.990371, 2.531336, 3.239389], [1.598209, -1.137714, -0.773277], [-4.185167, -2.312777, 1.729138], [-1.153142, 0.433988, -2.019346], [-1.602948, -0.285715, 0.029725], [-1.180398, -3.372508, -3.512716], [-2.886456, -1.054896, -1.797421], [-2.988201, -0.649931, 0.893278], [-0.793852, 1.115070, 1.114148], [2.336109, 3.550093, 3.928929], [-4.082677, -1.442026, 0.705390], [-3.050482, -2.146372, 2.564577], [-1.865039, -0.268741, -1.152487], [0.007503, -3.255081, -3.377792], [2.278041, -2.062159, -0.013593], [-2.100174, -1.198172, 1.857956], [0.904156, 3.421670, 3.494905], [-0.183511, 2.080916, 0.630957], [-1.645017, 0.205439, -3.301184], [-2.543935, -1.075759, -3.203166], [1.028229, -0.872411, 1.481424], [2.013210, -2.379964, -2.587867], [2.127913, -3.856809, -2.961153], [0.326377, 4.210745, -0.024710], [0.690442, -0.477853, 0.067557], [1.306031, 3.227582, -0.694515], [2.197049, 1.860522, 2.373252], [2.746390, 4.506022, 3.603390], [0.229391, 3.122913, 4.297118], [-1.806437, -0.478603, 2.622174], [-2.027965, -2.013503, -3.409329], [0.878932, 4.996629, 0.490260], [-0.849984, 0.129899, -4.043016], [0.702766, 0.548962, -0.297954], [-0.398494, 4.564651, -0.757791], [2.999981, -3.977707, -3.603777], [-1.224217, -1.611022, 1.357590], [1.522693, 3.262550, -1.762197], [2.451272, -2.169229, -1.612272], [-3.405572, -1.048519, -3.870221], [2.116070, -4.486505, -2.071512], [1.358725, -0.086629, 2.160698], [-0.335541, -0.732473, -0.198178], [-2.646304, -3.154219, 2.659329], [0.666305, 4.434981, 3.171319]], "atomic_forces_ev_per_a": [[-0.77, 1.70, -0.11], [2.22, 0.26, 1.20], [0.83, -0.84, -0.68], [1.59, -1.96, 2.22], [0.38, -0.53, 2.65], [0.53, 1.41, -2.04], [0.44, -0.98, 1.55], [-0.34, 0.45, 2.40], [-0.42, 0.37, 2.82], [-0.21, 5.59, 2.88], [-1.02, 2.76, -0.50], [-0.46, 2.77, 0.48], [-1.22, -0.13, 1.82], [-1.58, -1.51, -2.64], [-0.81, 0.43, -0.67], [1.44, -1.33, -0.09], [1.44, -0.45, 2.89], [0.26, -0.59, 0.17], [0.09, 0.60, -1.14], [3.13, 1.00, -12.93], [2.04, -0.63, -0.69], [2.85, 1.58, 0.44], [-9.93, -1.74, 6.00], [3.96, 7.11, 0.73], [-0.06, 0.61, -2.21], [0.97, 0.58, -0.79], [-0.90, -0.29, -0.05], [-2.05, -1.94, 1.43], [0.55, -1.12, 2.48], [1.28, 0.69, -0.67], [-3.66, -0.73, 1.08], [0.37, 0.59, -0.49], [-3.07, -2.29, 0.32], [-0.50, -2.30, -1.46], [0.80, 0.96, 0.52], [1.32, 0.54, -0.88], [-0.79, -2.64, -0.18], [0.44, -0.31, 0.26], [-0.17, -0.73, -0.99], [0.41, -0.07, -0.50], [-1.77, -0.26, -0.52], [2.27, -1.11, -1.57], [0.34, 0.02, 0.03], [0.01, -0.49, -0.33], [-0.03, 0.26, -0.54], [-0.19, 1.00, 0.15], [-0.29, -0.03, 0.05], [0.35, -0.06, 0.42], [0.92, -2.64, 1.05], [0.22, 0.47, 0.05], [-0.17, -0.46, 0.02], [-2.61, -0.50, 0.04], [-0.53, 0.37, -0.04], [-0.06, -1.10, -4.43], [-0.24, 0.58, 0.43], [0.82, 0.23, 0.07], [-0.04, -1.59, -0.58], [2.50, -1.27, 0.50], [-0.10, 0.11, 1.08], [-0.81, -0.44, -0.54]]}


{"formula": "C18H18F7N3PdS", "method": "ωB97M-V/def2-TZVPD", "e_homo_ha": -0.275, "de_lowest_kj_mol": 0.00, "e_tot_ev": -56766.6245, "e_lumo_ev": 0.1845, "homo_lumo_gap_ev": 7.659, "elements": ["Pd", "S", "F", "F", "F", "F", "F", "F", "F", "N", "N", "N", "C", "C", "C", "C", "C", "C", "C", "C", "C", "C", "C", "C", "C", "C", "C", "C", "C", "C", "H", "H", "H", "H", "H", "H", "H", "H", "H", "H", "H", "H", "H", "H", "H", "H", "H", "H"], "coordinates": [[-0.202427, 0.295241, -0.587808], [-1.386692, 2.256521, -1.038568], [3.340061, -2.844835, -0.077125], [-1.012026, 5.445990, -1.298055], [-1.913737, 5.105999, 0.636429], [4.740396, -3.159652, 2.147490], [0.299620, -0.065965, 2.272977], [-0.270218, 6.495804, 0.439936], [1.786403, -0.310119, 4.451258], [0.974565, -1.297255, -0.129521], [0.842405, 1.917873, 0.088517], [-1.375069, -1.209278, -1.412584], [-0.029979, 2.900610, -0.173083], [3.639161, -2.392898, 2.199414], [1.966713, 2.134137, 0.770401], [2.176532, -0.958359, 3.341223], [2.288286, 3.392571, 1.226833], [-0.745135, 5.312363, 0.009760], [-3.103820, -1.047176, 0.400346], [3.308763, -1.751441, 3.373665], [-0.325655, -2.082321, -2.000543], [0.234674, 4.202249, 0.272379], [1.401056, 4.434838, 0.971973], [2.893078, -2.247986, 1.045957], [-2.143573, -1.930619, -0.372731], [1.408242, -0.832846, 2.205868], [1.730186, -1.466449, 0.990605], [-2.254723, -0.648464, -2.473310], [-3.093099, -1.662246, -3.240880], [0.729333, -2.454711, -0.977240], [-3.612026, -1.138868, -4.044371], [1.618346, 5.434124, 1.322990], [-3.908326, -0.658125, -0.224814], [-2.575717, -0.203668, 0.845603], [0.391373, -3.312439, -0.377416], [3.205867, 3.554194, 1.772038], [3.906278, -1.856334, 4.266120], [-0.765814, -2.988241, -2.429882], [-2.905570, 0.083411, -2.000176], [-3.561171, -1.626943, 1.201931], [2.606644, 1.277341, 0.937039], [0.128988, -1.504032, -2.806348], [-3.852698, -2.131931, -2.616016], [1.610134, -2.803982, -1.524895], [-2.487447, -2.444088, -3.699229], [-2.677704, -2.760141, -0.847379], [-1.416683, -2.356037, 0.315021], [-1.607794, -0.095813, -3.153800]], "atomic_forces_ev_per_a": [[0.06, -0.05, 0.07], [-0.09, 0.12, -0.05], [0.04, -0.03, 0.02], [0.00, 0.01, -0.01], [-0.01, 0.00, 0.00], [-0.01, 0.01, 0.02], [-0.01, -0.05, 0.05], [-0.01, 0.00, 0.00], [0.02, -0.01, -0.01], [0.00, -0.01, -0.11], [0.08, -0.28, 0.20], [0.09, 0.20, -0.04], [-0.08, 0.13, -0.02], [0.05, -0.06, -0.08], [-0.05, -0.02, -0.11], [0.03, -0.04, 0.06], [0.02, 0.05, 0.01], [0.04, -0.06, 0.00], [-0.03, 0.04, -0.06], [-0.04, 0.06, 0.01], [-0.08, -0.07, -0.11], [-0.02, 0.05, -0.02], [0.04, -0.02, 0.01], [0.11, -0.14, 0.02], [-0.03, -0.10, 0.08], [-0.06, 0.14, 0.00], [-0.10, 0.16, -0.04], [-0.04, -0.08, -0.03], [0.00, 0.01, -0.01], [0.06, -0.01, 0.08], [0.00, -0.01, 0.01], [0.01, 0.00, 0.00], [0.00, -0.01, 0.02], [-0.01, 0.02, 0.01], [0.00, 0.01, 0.00], [-0.01, 0.02, 0.00], [-0.01, 0.00, 0.00], [-0.02, 0.02, 0.00], [0.01, 0.03, 0.00], [0.01, -0.02, -0.01], [-0.03, -0.02, 0.00], [0.00, -0.02, -0.02], [0.01, -0.01, 0.00], [-0.03, 0.05, -0.01], [-0.01, 0.01, 0.00], [0.02, -0.03, 0.01], [0.02, 0.01, 0.01], [0.03, -0.02, 0.00]]}


{"formula": "C18H18FNO5", "method": "ωB97M-V/def2-TZVPD", "e_homo_ha": -0.338, "e_tot_ev": -33403.3191, "e_lumo_ev": 0.4324, "homo_lumo_gap_ev": 9.626, "smiles": "O=C(O[C@@H](C(=O)NC[C@@H]1CCCO1)c1ccc(F)cc1)c1ccco1", "elements": ["F", "O", "O", "O", "O", "O", "N", "C", "C", "C", "C", "C", "C", "C", "C", "C", "C", "C", "C", "C", "C", "C", "C", "C", "C", "H", "H", "H", "H", "H", "H", "H", "H", "H", "H", "H", "H", "H", "H", "H", "H", "H", "H"], "coordinates": [[1.558994, -2.346631, 4.413783], [-0.669449, 3.740525, 1.161786], [0.213457, -2.170875, -2.381350], [-3.012069, -0.232395, 0.319867], [1.516476, 3.073144, -1.567165], [-0.171442, 1.845023, 0.037381], [-1.345973, -0.148077, -1.211482], [0.878207, 3.799088, -0.620888], [0.996133, -2.964159, -1.514427], [-1.929145, 0.167877, -0.049375], [2.192287, 5.186123, -1.757238], [-1.068791, 1.089230, 0.841228], [1.035000, 0.007616, 1.728482], [0.194570, -3.058979, -0.217568], [1.265753, 5.115869, -0.699174], [-1.161585, -2.423288, -2.115892], [-0.436012, -1.342526, 3.661991], [-1.068842, -0.481649, 2.786114], [-0.337513, 0.197683, 1.817428], [2.301101, 3.914176, -2.242773], [-0.065695, 3.160859, 0.295408], [-1.911683, -1.083106, -2.151271], [0.934524, -1.507863, 3.561097], [1.682493, -0.842750, 2.608241], [-1.239304, -3.130452, -0.745941], [-1.842802, -0.661574, -3.157412], [1.964908, -2.475733, -1.401832], [-2.958770, -1.236563, -1.884537], [2.748722, -0.995882, 2.556846], [2.706282, 6.056194, -2.109652], [1.145700, -3.963267, -1.949769], [-1.571659, -3.065773, -2.909527], [-0.406342, 0.169759, -1.396728], [1.602207, 0.529405, 0.972566], [-0.987048, -1.879683, 4.417085], [-1.734896, 1.772504, 1.383488], [0.471092, -3.924497, 0.379066], [-1.549977, -4.166524, -0.875931], [0.919204, 5.910436, -0.071819], [-2.137303, -0.342309, 2.836745], [2.888246, 3.504511, -3.041625], [0.338393, -2.158473, 0.379399], [-1.947447, -2.636995, -0.084627]], "atomic_forces_ev_per_a": [[-0.05, 0.06, -0.04], [0.21, -0.06, -0.23], [-0.12, 0.26, -0.13], [-0.32, -0.12, 0.27], [-0.18, -0.52, 0.06], [0.12, -0.33, -0.08], [0.30, -0.12, -0.38], [0.09, 1.08, 0.22], [0.18, -0.25, 0.30], [0.43, 0.67, -0.03], [0.14, -0.47, -0.29], [-0.73, -0.11, 0.36], [-0.16, 0.11, 0.07], [0.07, 0.06, -0.22], [-0.40, -0.87, 0.22], [-0.57, 0.14, -0.03], [0.19, -0.10, 0.06], [0.13, 0.06, -0.10], [0.22, 0.16, -0.03], [0.29, 0.82, -0.11], [-0.14, 0.16, 0.20], [0.15, -0.46, -0.17], [-0.01, 0.07, -0.14], [-0.01, -0.18, 0.21], [0.13, 0.04, -0.09], [-0.08, -0.02, 0.05], [-0.01, -0.07, -0.01], [0.08, 0.02, -0.11], [0.11, -0.04, 0.02], [0.14, 0.14, -0.12], [0.04, 0.07, 0.03], [0.05, 0.08, 0.09], [-0.11, 0.07, 0.08], [0.05, 0.04, -0.05], [-0.04, -0.07, 0.09], [0.11, -0.22, -0.22], [0.03, -0.03, 0.07], [-0.04, -0.01, 0.01], [-0.12, 0.13, 0.17], [-0.13, 0.00, 0.03], [0.02, -0.16, -0.07], [0.03, -0.04, 0.01], [-0.08, -0.02, 0.03]]}


{"formula": "C18H18IrN10P", "method": "ωB97M-V/def2-TZVPD", "e_homo_ha": [-0.438, -0.439], "de_lowest_kj_mol": 115.67, "e_tot_ev": -45976.9354, "multiplicity": 2, "e_lumo_ev": [-5.9725, -6.0241], "total_charge": 1, "homo_lumo_gap_ev": [5.955, 5.908], "elements": ["Ir", "P", "N", "N", "N", "N", "N", "N", "N", "N", "N", "N", "C", "C", "C", "C", "C", "C", "C", "C", "C", "C", "C", "C", "C", "C", "C", "C", "C", "C", "H", "H", "H", "H", "H", "H", "H", "H", "H", "H", "H", "H", "H", "H", "H", "H", "H", "H"], "coordinates": [[-0.046435, 1.216303, 0.452653], [-0.466945, -0.544739, 1.919306], [-2.830765, 1.854390, 1.165933], [5.139521, -1.174185, -2.386880], [-0.091048, 0.597627, -1.486239], [-3.994685, 2.039730, 0.653165], [-3.974086, 1.852481, -0.678341], [0.957022, -0.018960, -2.083867], [-0.640241, 0.150708, -3.550093], [-2.283114, 1.199035, -2.203200], [-1.989052, 1.537602, 0.150613], [0.614265, -0.268969, -3.297042], [-1.826969, -3.205418, -1.501886], [-2.366142, -1.702321, 0.294889], [-0.490462, -3.203226, -1.122007], [2.355148, 2.482745, -0.950417], [3.710219, 0.503545, -1.036151], [-0.081455, -2.441265, -0.041616], [4.501339, -0.423595, -1.797579], [2.615489, 1.076976, 1.018213], [-1.790512, -0.271923, 3.102934], [2.009504, 2.193332, 0.397905], [-1.056019, 0.674076, -2.419252], [-1.021354, -1.699980, 0.679956], [3.456348, 0.236379, 0.294096], [-2.731757, 1.536864, -0.966587], [1.066722, 2.988087, 1.127232], [-2.764179, -2.464088, -0.787554], [3.191269, 1.660162, -1.648240], [0.863362, -1.318120, 2.856583], [3.453671, 1.880214, -2.673762], [3.935343, -0.612382, 0.763091], [0.967213, -2.422913, 0.229645], [1.031387, 2.917613, 2.209258], [-2.937591, 1.209258, -2.971758], [0.697883, 3.911316, 0.696364], [-1.378096, 0.224014, 3.982452], [1.196146, -0.647647, 3.649145], [1.937462, 3.367225, -1.416840], [-2.138721, -3.782188, -2.362569], [1.710557, -1.560615, 2.217941], [-2.204455, -1.240344, 3.389344], [-3.098542, -1.118302, 0.840963], [0.236661, -3.777380, -1.680337], [0.460477, -2.230223, 3.297558], [2.461420, 0.921633, 2.079028], [-2.561597, 0.368807, 2.679890], [-3.804203, -2.471339, -1.085938]], "atomic_forces_ev_per_a": [[-0.20, 0.36, -0.63], [-0.24, 0.30, -0.02], [-0.38, 0.24, -0.18], [-0.04, -0.01, 0.00], [0.43, 0.16, 0.76], [0.29, -0.04, 0.00], [-0.14, 0.03, -0.01], [-0.14, -0.21, -0.38], [-0.05, 0.00, -0.08], [-0.11, 0.12, -0.12], [0.62, -0.09, 0.58], [0.07, 0.06, 0.34], [0.04, 0.04, 0.05], [-0.02, -0.05, 0.11], [-0.01, 0.00, -0.06], [0.07, 0.18, -0.05], [0.05, -0.02, 0.09], [-0.03, -0.04, 0.07], [0.09, 0.12, 0.04], [-0.67, -0.24, 0.00], [0.06, 0.07, 0.11], [1.19, 0.19, -0.02], [0.15, -0.23, -0.33], [0.07, 0.09, -0.24], [0.12, -0.15, -0.09], [-0.35, -0.10, 0.16], [-1.16, -1.16, 0.09], [-0.02, 0.00, -0.07], [0.03, 0.12, -0.04], [0.24, 0.30, -0.15], [-0.06, -0.03, -0.01], [-0.07, -0.02, 0.04], [-0.01, 0.01, -0.03], [0.20, 0.17, 0.03], [-0.04, 0.02, 0.02], [-0.10, -0.05, -0.02], [-0.01, 0.00, 0.00], [-0.02, -0.02, 0.03], [0.03, -0.02, -0.02], [-0.01, -0.01, 0.02], [-0.02, -0.05, 0.01], [0.05, -0.02, 0.01], [0.00, 0.01, -0.04], [-0.02, 0.01, 0.00], [-0.01, -0.01, 0.01], [0.10, 0.03, 0.00], [0.01, -0.04, 0.03], [0.01, -0.01, 0.02]]}